Model i:
DFT (ωB97M-V/def2-TZVPD) results for a single C18H23FN2O2 molecule.

Last column: Mulliken charge in e.
Atoms and positions in Å:
N (-0.5656, 3.7212, -0.7185)  -0.32
C (0.7677, 3.9366, -0.7238)  0.43
O (0.9982, 5.0982, -0.4666)  -0.67
C (1.8003, 2.9245, -1.0694)  -0.07
C (2.9879, 3.4236, -1.6407)  -0.98
C (4.0070, 2.5754, -2.0282)  -0.49
C (3.9006, 1.2007, -1.8169)  0.44
F (4.9154, 0.3651, -2.1814)  -0.31
C (2.7065, 0.6673, -1.2954)  0.21
C (1.6355, 1.5050, -0.9377)  1.04
C (0.3663, 0.9195, -0.3279)  -1.21
C (0.5831, -0.5317, 0.1430)  -0.51
N (-0.7354, -1.2145, 0.3793)  0.40
C (-1.7064, -1.3119, -0.7169)  0.33
C (-2.5859, -2.5636, -0.9115)  -1.07
C (-3.8438, -1.7393, -0.6407)  -0.52
C (-2.9768, -0.4519, -0.5741)  -0.90
C (-1.0229, -1.7222, 1.7349)  0.22
C (0.0982, -2.6161, 2.3586)  -0.77
C (0.0917, -1.6640, 3.5885)  -0.69
C (-0.9100, -0.7797, 2.9012)  -0.78
C (1.3964, -1.3304, -0.8678)  -0.72
O (2.6745, -0.6832, -1.1339)  -0.50
H (-0.8830, 2.8723, -1.1543)  0.20
H (-1.1513, 4.5657, -0.7376)  0.26
H (3.1063, 4.5055, -1.7049)  0.46
H (4.9082, 2.9901, -2.4302)  0.47
H (0.1012, 1.5256, 0.5464)  0.55
H (-0.4569, 0.9496, -1.0099)  0.17
H (1.1805, -0.4610, 1.0716)  0.40
H (-1.2015, -1.0317, -1.6702)  0.53
H (-2.5166, -2.9267, -1.9565)  0.30
H (-2.3726, -3.3622, -0.1985)  0.29
H (-4.2791, -2.0408, 0.3295)  0.25
H (-4.5907, -1.7670, -1.4285)  0.33
H (-2.9903, 0.1272, 0.3412)  0.24
H (-3.0782, 0.3041, -1.3750)  0.26
H (-1.9881, -2.2651, 1.7575)  0.70
H (-0.2207, -3.6626, 2.5415)  0.37
H (1.0933, -2.5684, 1.8700)  0.17
H (1.0313, -1.1530, 3.8152)  0.30
H (-0.2591, -2.1211, 4.5516)  0.24
H (-0.5371, 0.2058, 2.5872)  0.06
H (-1.8409, -0.6380, 3.4708)  0.37
H (0.8141, -1.4157, -1.7899)  0.17
H (1.5488, -2.3610, -0.4812)  0.34

HOMO in eV: -8.131
SMILES: NC(=O)c1ccc(F)c2c1C[C@@H](N(C1CCC1)C1CCC1)CO2
Kohn-Sham gap in eV: 8.70



Model ii:
DFT (ωB97M-V/def2-TZVPD) results for 5 unconnected molecules or ions with the total composition C18H23FN2O2.

Last column: Mulliken charge in e.
Atoms and positions in Å:
F (1.8686, 4.2426, -2.5464)  -0.34
C (1.2002, 3.1331, -2.9182)  0.40
C (-0.1343, 3.2366, -3.2444)  -0.48
C (-0.8488, 2.0933, -3.5915)  -0.35
C (-0.1754, 0.8778, -3.6684)  -0.59
C (1.1716, 0.7979, -3.3762)  -0.28
C (1.8661, 1.9220, -2.9429)  -0.41
H (-0.6067, 4.2117, -3.2441)  0.42
H (-1.9070, 2.1476, -3.8005)  0.42
H (-0.7713, 0.0130, -3.9361)  0.39
H (1.7206, -0.1334, -3.4350)  0.37
H (2.8990, 1.8579, -2.6281)  0.45
C (1.2332, 1.1920, 2.1491)  -0.36
C (1.7741, 1.6169, 3.3423)  -0.46
C (2.7883, 2.5702, 3.3044)  -0.29
N (3.2481, 3.1115, 2.1922)  -0.55
C (2.7001, 2.7155, 1.0490)  -0.23
C (1.7221, 1.7399, 0.9684)  0.16
H (0.3916, 0.5097, 2.0938)  0.51
H (1.4298, 1.2469, 4.2993)  0.38
H (3.2229, 2.8957, 4.2446)  0.33
H (3.0941, 3.1726, 0.1462)  0.39
H (1.2299, 1.4448, 0.0500)  0.10
C (0.0729, -5.9223, 0.0458)  -0.08
C (-0.5804, -5.3664, -1.0408)  -0.74
C (-0.8815, -4.0103, -0.9951)  -0.14
N (-0.6104, -3.2370, 0.0395)  -0.39
C (0.0136, -3.7881, 1.0762)  -0.21
C (0.3667, -5.1255, 1.1402)  -0.69
H (0.3232, -6.9764, 0.0101)  0.37
H (-0.8394, -5.9624, -1.9032)  0.36
H (-1.3612, -3.5466, -1.8518)  0.41
H (0.2138, -3.1310, 1.9163)  0.39
H (0.9134, -5.5227, 1.9830)  0.36
C (-2.8553, 1.2707, 3.1118)  -0.50
O (-3.5599, 0.2327, 2.4219)  -0.54
H (-2.1249, 0.8369, 3.7985)  0.18
H (-2.4242, 1.9784, 2.4027)  0.21
H (-3.5763, 1.8182, 3.7204)  0.29
H (-2.9887, -0.0639, 1.6997)  0.41
C (-1.6479, 0.3068, -0.4670)  -0.34
O (-1.5957, -0.6772, 0.5371)  -0.58
H (-2.3237, 0.0243, -1.2831)  0.37
H (-1.8473, 1.3036, -0.0795)  0.31
H (-0.6786, 0.4046, -0.9836)  -0.02
H (-1.1255, -1.4626, 0.1935)  0.57

HOMO in eV: -9.527
SMILES: Fc1ccccc1.c1ccncc1.c1ccncc1.CO.CO
Kohn-Sham gap in eV: 10.05



What should be chosen as the least stable of them? Choose model i.



Model i:
DFT (ωB97M-V/def2-TZVPD) results for 2 unconnected molecules or ions with the total composition CH6S2.

Last column: Mulliken charge in e.
Atoms and positions in Å:
S (-0.7448, -0.8417, -3.7365)  -0.20
S (-1.0866, -0.0012, -1.8841)  -0.15
H (0.1885, 0.0229, -4.1638)  0.17
H (-0.2364, -0.7749, -1.1949)  0.18
C (0.4038, 0.3046, 2.1923)  -0.90
H (-0.4644, 0.6047, 2.7781)  0.25
H (0.3212, 0.9099, 1.2932)  0.18
H (0.3201, -0.7475, 1.9555)  0.22
H (1.2985, 0.5232, 2.7601)  0.25

HOMO in eV: -9.714
SMILES: SS.C
Kohn-Sham gap in eV: 10.12



Model ii:
DFT (ωB97M-V/def2-TZVPD) results for 2 unconnected molecules or ions with the total composition CH6S2.

Last column: Mulliken charge in e.
Atoms and positions in Å:
C (-0.1337, -1.8116, -0.9971)  -0.66
S (1.2696, -0.8986, -0.3004)  -0.19
H (-1.0742, -1.5300, -0.5194)  0.28
H (-0.2073, -1.6733, -2.0774)  0.27
H (0.0518, -2.8688, -0.7967)  0.26
H (0.8555, 0.3300, -0.6439)  0.13
S (-1.0776, 1.8055, 0.7667)  -0.24
H (-1.5715, 1.3942, 1.9430)  0.15
H (-0.3242, 0.7074, 0.6168)  0.01

HOMO in eV: -9.339
SMILES: CS.S
Kohn-Sham gap in eV: 10.22



What should be chosen as the least stable of them? Choose model ii.



Model i:
DFT (ωB97M-V/def2-TZVPD) results for 3 unconnected molecules or ions with the total composition CH2F3N.

Last column: Mulliken charge in e.
Atoms and positions in Å:
C (-0.3563, 0.5136, -0.1432)  0.30
N (-1.3410, 0.7858, 0.6851)  -0.23
F (-0.4310, 0.3578, -1.4742)  -0.19
F (-2.2694, -1.4859, -0.0698)  -0.45
F (-2.5442, 1.2805, 0.2466)  -0.13
H (-3.3913, -2.1994, -0.1606)  0.46
H (0.2625, -0.2404, 0.4285)  0.24

HOMO in eV: -11.028
Kohn-Sham gap in eV: 10.05



Model ii:
DFT (ωB97M-V/def2-TZVPD) results for 2 unconnected molecules or ions with the total composition CH2F3N.

Last column: Mulliken charge in e.
Atoms and positions in Å:
C (-0.7856, 0.1515, 0.4483)  -0.04
N (1.1762, 0.2363, -0.4187)  0.02
F (-0.7705, 1.2881, 1.1354)  -0.19
F (1.0029, 0.1066, -1.7395)  -0.13
F (1.5884, -0.9670, 0.0461)  -0.15
H (-0.6640, -0.7890, 0.9405)  0.25
H (-1.5475, -0.0264, -0.4121)  0.24

HOMO (spin up / spin down) in eV: -9.442 / -9.433
Kohn-Sham gap (spin up / spin down) in eV: 9.44 / 9.43



Model iii:
DFT (ωB97M-V/def2-TZVPD) results for a single CH2F3N molecule.

Last column: Mulliken charge in e.
Atoms and positions in Å:
F (-1.2051, -0.5995, -0.6017)  -0.24
C (-0.5650, 0.2770, 0.1652)  0.03
N (0.8418, 0.1017, 0.1286)  0.09
F (1.0652, -0.0059, -1.2198)  -0.17
F (1.1984, -1.2372, 0.5291)  -0.20
H (-0.6074, 1.3373, -0.2824)  0.23
H (-0.7280, 0.1266, 1.2810)  0.25

HOMO in eV: -11.584
SMILES: FCN(F)F
Kohn-Sham gap in eV: 12.50



What should be chosen as the least stable of them? Choose model ii.



Model i:
DFT (ωB97M-V/def2-TZVPD) results for a single C4H6F2O molecule.

Last column: Mulliken charge in e.
Atoms and positions in Å:
O (-0.4354, -0.1464, -1.3579)  -0.59
C (-0.0834, -0.1550, -0.0347)  0.65
C (1.0282, -1.0207, 0.0960)  -0.47
F (0.8378, -2.3272, -0.0932)  -0.27
C (-1.0684, 0.1935, 0.9734)  -0.49
C (0.0600, 1.1967, 0.6933)  -0.15
F (-0.3854, 2.1774, -0.1547)  -0.30
H (-1.0025, 0.6567, -1.5774)  0.36
H (1.5026, -0.6539, 1.1279)  0.19
H (1.8133, -0.5884, -0.6693)  0.25
H (-1.3205, -0.2718, 2.0488)  0.25
H (-2.0587, 0.6009, 0.4034)  0.22
H (0.8587, 1.4881, 1.3931)  0.34

HOMO in eV: -9.976
SMILES: O[C@]1(CF)C[C@@H]1F
Kohn-Sham gap in eV: 10.85



Model ii:
DFT (ωB97M-V/def2-TZVPD) results for a single C4H6F2O molecule.

Last column: Mulliken charge in e.
Atoms and positions in Å:
C (-0.6811, 1.7395, -0.3687)  -0.91
C (-0.2688, 0.5780, 0.1158)  0.47
O (1.0212, 0.3817, 0.4855)  -0.38
C (1.6948, -0.7414, -0.0688)  -0.67
C (-1.2191, -0.5751, 0.3943)  0.35
F (-2.4990, -0.1854, 0.2261)  -0.28
F (-0.9776, -1.6059, -0.4700)  -0.24
H (0.0259, 2.5159, -0.5234)  0.31
H (-1.7026, 1.9108, -0.5712)  0.33
H (1.5888, -0.7428, -1.1748)  0.31
H (1.3531, -1.6867, 0.3443)  0.29
H (2.7572, -0.6209, 0.1833)  0.23
H (-1.0930, -0.9677, 1.4278)  0.19

HOMO in eV: -9.690
SMILES: C=C(OC)C(F)F
Kohn-Sham gap in eV: 10.64



What should be chosen as the least stable of them? Choose model i.